(1)
ORCA calculation (the ωB97M-V functional and the def2-TZVPD basis) on C8H8BNO2 in the gas phase.

Each atom is followed by the atoms it is bonded to, with distances in Å.
Geometry (Å):
1 B 2.733 0.311 -0.402  C2 1.687, C9 1.644, O12 1.442
2 C 3.356 -1.227 -0.097  B1 1.687, N10 1.153
3 C -2.336 -1.042 -0.465  C4 1.380, C5 1.463, H13 1.068
4 C -2.179 -0.077 0.509  C3 1.380, C6 1.437, H14 1.194
5 C -1.198 -1.376 -1.320  C3 1.463, C7 1.369, H15 1.079
6 C -0.895 0.555 0.636  C4 1.437, C8 1.333, H16 1.061
7 C 0.000 -0.739 -1.133  C5 1.369, C8 1.434, H17 1.101
8 C 0.175 0.230 -0.091  C6 1.333, C7 1.434, C9 1.515
9 C 1.439 0.875 0.440  B1 1.644, C8 1.515, O11 1.396, H18 1.059
10 N 3.899 -2.243 -0.135  C2 1.153
11 O 1.420 0.544 1.797  C9 1.396, H19 0.987
12 O 3.602 1.200 -1.133  B1 1.442, H20 0.963
13 H -3.158 -1.717 -0.554  C3 1.068
14 H -2.882 0.201 1.433  C4 1.194
15 H -1.423 -2.070 -2.114  C5 1.079
16 H -0.979 1.173 1.494  C6 1.061
17 H 0.823 -0.865 -1.854  C7 1.101
18 H 1.454 1.931 0.352  C9 1.059
19 H 1.883 1.192 2.380  O11 0.987
20 H 3.937 0.646 -1.846  O12 0.963

- Spin multiplicity: 3
- LUMO energy (spin up / spin down): 0.00 / -4.40 eV
- <S²>: 2.0098
- Orbital gap (spin up / spin down): 5.588 / 5.729 eV

***

(2)
ORCA calculation (the ωB97M-V functional and the def2-TZVPD basis) on 12 unconnected molecules or ions with the total composition C40H112N8O12.

Each atom is followed by the atoms it is bonded to, with distances in Å.
Geometry (Å):
1 C -3.040 3.723 -2.382  C2 1.503, H4 1.122, H5 1.063, H6 1.062
2 C -3.397 4.841 -3.321  C1 1.503, O3 1.448, H7 1.124, H8 1.095
3 O -2.761 4.567 -4.592  C2 1.448, H9 0.973
4 H -3.312 3.952 -1.318  C1 1.122
5 H -2.000 3.510 -2.352  C1 1.063
6 H -3.602 2.864 -2.659  C1 1.062
7 H -2.988 5.840 -3.008  C2 1.124
8 H -4.484 4.892 -3.444  C2 1.095
9 H -3.506 4.664 -5.210  O3 0.973
10 C 0.089 0.600 0.187  C11 1.490, H13 1.091, H14 1.163, H15 1.131
11 C -0.174 -0.856 0.015  C10 1.490, O12 1.463, H16 1.119, H17 1.079
12 O 0.036 -1.652 1.224  C11 1.463, H18 0.985
13 H 0.128 1.142 -0.759  C10 1.091
14 H 1.053 0.683 0.833  C10 1.163
15 H -0.763 0.987 0.823  C10 1.131
16 H 0.345 -1.295 -0.874  C11 1.119
17 H -1.197 -1.113 -0.216  C11 1.079
18 H 0.983 -1.605 1.489  O12 0.985
19 C -2.549 -3.223 5.854  C20 1.546, H22 1.092, H23 1.108, H24 1.111
20 C -1.360 -2.248 6.016  C19 1.546, O21 1.466, H25 1.084, H26 1.069
21 O -0.215 -2.602 5.172  C20 1.466, H27 0.980
22 H -2.885 -3.220 4.815  C19 1.092
23 H -3.360 -3.003 6.576  C19 1.108
24 H -2.170 -4.223 6.158  C19 1.111
25 H -0.979 -2.264 7.030  C20 1.084
26 H -1.656 -1.250 5.774  C20 1.069
27 H -0.464 -2.398 4.247  O21 0.980
28 C -0.134 1.618 -5.974  C29 1.515, H31 1.097, H32 1.073, H33 1.197
29 C -0.777 0.794 -4.877  C28 1.515, O30 1.376, H34 1.092, H35 1.078
30 O -1.936 1.339 -4.374  C29 1.376, H36 0.976
31 H -0.877 2.087 -6.631  C28 1.097
32 H 0.648 1.064 -6.455  C28 1.073
33 H 0.283 2.548 -5.346  C28 1.197
34 H -0.007 0.711 -4.107  C29 1.092
35 H -1.126 -0.180 -5.179  C29 1.078
36 H -1.981 2.307 -4.491  O30 0.976
37 C 3.878 2.019 2.009  C38 1.509, H43 1.118, H44 1.100, H45 1.077
38 C 4.653 0.749 1.756  C37 1.509, C39 1.541, N42 1.509, H46 1.115
39 C 3.808 -0.505 1.462  C38 1.541, O40 1.437, H47 1.113, H48 1.132
40 O 2.697 -0.850 2.305  C39 1.437, C41 1.375
41 C 3.128 -1.123 3.583  O40 1.375, H49 1.070, H50 1.126, H51 1.100
42 N 5.522 0.920 0.533  C38 1.509, H52 1.009, H53 1.020
43 H 3.313 2.186 1.060  C37 1.118
44 H 4.570 2.844 2.235  C37 1.100
45 H 3.143 1.865 2.780  C37 1.077
46 H 5.313 0.612 2.644  C38 1.115
47 H 4.563 -1.293 1.244  C39 1.113
48 H 3.318 -0.367 0.451  C39 1.132
49 H 3.507 -0.225 4.024  C41 1.070
50 H 3.841 -1.990 3.664  C41 1.126
51 H 2.200 -1.427 4.089  C41 1.100
52 H 4.996 1.456 -0.141  N42 1.009
53 H 6.323 1.501 0.780  N42 1.020
54 C 2.886 -0.299 -3.884  C55 1.515, H60 1.091, H61 1.096, H62 1.103
55 C 3.698 0.325 -2.767  C54 1.515, C56 1.573, N59 1.468, H63 1.106
56 C 5.042 0.867 -3.381  C55 1.573, O57 1.439, H64 1.090, H65 1.113
57 O 6.113 1.005 -2.430  C56 1.439, C58 1.440
58 C 6.820 -0.245 -2.317  O57 1.440, H66 1.116, H67 1.118, H68 1.074
59 N 2.934 1.378 -2.088  C55 1.468, H69 1.044, H70 0.985
60 H 3.456 -0.876 -4.614  C54 1.091
61 H 2.409 0.596 -4.299  C54 1.096
62 H 2.142 -0.966 -3.418  C54 1.103
63 H 3.978 -0.466 -2.047  C55 1.106
64 H 4.841 1.835 -3.838  C56 1.090
65 H 5.386 0.195 -4.199  C56 1.113
66 H 6.136 -1.087 -2.057  C58 1.116
67 H 7.547 -0.111 -1.478  C58 1.118
68 H 7.296 -0.573 -3.222  C58 1.074
69 H 3.097 2.345 -2.446  N59 1.044
70 H 1.999 1.070 -2.057  N59 0.985
71 C -1.835 -5.438 1.778  C72 1.551, H77 1.091, H78 1.088, H79 1.080
72 C -1.468 -5.485 0.272  C71 1.551, C73 1.555, N76 1.436, H80 1.086
73 C -2.633 -5.993 -0.625  C72 1.555, O74 1.473, H81 1.102, H82 1.061
74 O -2.815 -7.393 -0.203  C73 1.473, C75 1.412
75 C -3.760 -8.093 -0.984  O74 1.412, H83 1.123, H84 1.065, H85 1.119
76 N -1.179 -4.169 -0.223  C72 1.436, H86 0.987, H87 1.020
77 H -2.424 -4.540 1.972  C71 1.091
78 H -0.901 -5.351 2.330  C71 1.088
79 H -2.307 -6.363 2.075  C71 1.080
80 H -0.684 -6.232 0.185  C72 1.086
81 H -2.409 -6.046 -1.702  C73 1.102
82 H -3.595 -5.557 -0.522  C73 1.061
83 H -3.494 -7.996 -2.072  C75 1.123
84 H -4.668 -7.542 -0.916  C75 1.065
85 H -3.779 -9.177 -0.709  C75 1.119
86 H -0.716 -4.330 -1.079  N76 0.987
87 H -0.521 -3.680 0.385  N76 1.020
88 C 1.408 4.934 -1.122  C89 1.536, H94 1.042, H95 1.125, H96 1.051
89 C 2.815 5.184 -1.684  C88 1.536, C90 1.512, N93 1.492, H97 1.105
90 C 3.916 4.908 -0.686  C89 1.512, O91 1.428, H98 1.143, H99 1.154
91 O 5.070 5.591 -1.176  C90 1.428, C92 1.436
92 C 6.173 5.802 -0.280  O91 1.436, H100 1.085, H101 1.044, H102 1.107
93 N 3.082 4.399 -2.925  C89 1.492, H103 1.060, H104 1.029
94 H 0.537 5.136 -1.659  C88 1.042
95 H 1.387 5.375 -0.087  C88 1.125
96 H 1.270 3.918 -0.889  C88 1.051
97 H 2.864 6.249 -1.975  C89 1.105
98 H 4.245 3.827 -0.514  C90 1.143
99 H 3.569 5.266 0.355  C90 1.154
100 H 6.980 6.101 -0.941  C92 1.085
101 H 6.453 4.913 0.190  C92 1.044
102 H 5.925 6.561 0.487  C92 1.107
103 H 4.059 4.483 -3.328  N93 1.060
104 H 2.444 4.705 -3.672  N93 1.029
105 C -3.439 0.838 1.155  C106 1.547, H111 1.090, H112 1.105, H113 1.141
106 C -4.892 0.953 1.672  C105 1.547, C107 1.493, N110 1.467, H114 1.103
107 C -4.904 0.637 3.131  C106 1.493, O108 1.358, H115 1.097, H116 1.110
108 O -6.187 0.495 3.554  C107 1.358, C109 1.407
109 C -6.338 0.863 4.903  O108 1.407, H117 1.070, H118 1.130, H119 1.104
110 N -5.455 2.292 1.469  C106 1.467, H120 1.048, H121 1.017
111 H -2.913 1.683 1.601  C105 1.090
112 H -3.427 0.887 0.052  C105 1.105
113 H -3.022 -0.177 1.466  C105 1.141
114 H -5.574 0.201 1.239  C106 1.103
115 H -4.357 1.426 3.661  C107 1.097
116 H -4.284 -0.270 3.292  C107 1.110
117 H -6.080 1.886 5.079  C109 1.070
118 H -5.734 0.168 5.558  C109 1.130
119 H -7.394 0.805 5.223  C109 1.104
120 H -5.447 2.572 0.459  N110 1.048
121 H -6.424 2.277 1.773  N110 1.017
122 C -4.327 -1.515 -3.703  C123 1.525, H128 1.067, H129 1.098, H130 1.114
123 C -3.927 -1.798 -2.259  C122 1.525, C124 1.565, N127 1.463, H131 1.077
124 C -4.967 -2.794 -1.645  C123 1.565, O125 1.407, H132 1.102, H133 1.091
125 O -6.325 -2.542 -1.911  C124 1.407, C126 1.401
126 C -6.858 -1.375 -1.349  O125 1.401, H134 1.109, H135 1.102, H136 1.079
127 N -2.582 -2.372 -2.273  C123 1.463, H137 1.024, H138 1.038
128 H -3.599 -0.930 -4.220  C122 1.067
129 H -5.302 -1.015 -3.630  C122 1.098
130 H -4.352 -2.497 -4.228  C122 1.114
131 H -3.947 -0.848 -1.753  C123 1.077
132 H -4.734 -2.842 -0.569  C124 1.102
133 H -4.806 -3.764 -2.119  C124 1.091
134 H -6.439 -1.095 -0.361  C126 1.109
135 H -7.948 -1.445 -1.204  C126 1.102
136 H -6.620 -0.481 -1.904  C126 1.079
137 H -2.031 -1.659 -2.760  N127 1.024
138 H -2.208 -2.587 -1.328  N127 1.038
139 C 4.553 -3.333 -1.855  C140 1.572, H145 1.122, H146 1.071, H147 1.118
140 C 4.785 -4.730 -1.173  C139 1.572, C141 1.497, N144 1.478, H148 1.145
141 C 3.541 -5.434 -0.728  C140 1.497, O142 1.379, H149 1.101, H150 1.131
142 O 2.806 -4.692 0.172  C141 1.379, C143 1.443
143 C 3.320 -4.616 1.518  O142 1.443, H151 1.053, H152 1.102, H153 1.112
144 N 5.608 -5.555 -2.083  C140 1.478, H154 1.044, H155 1.011
145 H 3.901 -3.441 -2.762  C139 1.122
146 H 5.525 -3.017 -2.177  C139 1.071
147 H 4.100 -2.597 -1.145  C139 1.118
148 H 5.461 -4.552 -0.267  C140 1.145
149 H 3.738 -6.466 -0.399  C141 1.101
150 H 2.842 -5.519 -1.613  C141 1.131
151 H 3.834 -5.511 1.722  C143 1.053
152 H 2.407 -4.485 2.121  C143 1.102
153 H 4.004 -3.750 1.646  C143 1.112
154 H 5.860 -6.542 -1.856  N144 1.044
155 H 5.333 -5.569 -3.056  N144 1.011
156 C -0.837 6.087 2.751  C157 1.574, H162 1.057, H163 1.076, H164 1.088
157 C -2.017 5.084 3.031  C156 1.574, C158 1.551, N161 1.444, H165 1.119
158 C -1.650 3.879 3.937  C157 1.551, O159 1.425, H166 1.102, H167 1.111
159 O -0.450 3.303 3.429  C158 1.425, C160 1.404
160 C -0.013 2.163 4.122  O159 1.404, H168 1.114, H169 1.071, H170 1.056
161 N -3.031 5.907 3.648  C157 1.444, H171 1.006, H172 0.971
162 H -1.111 6.889 2.120  C156 1.057
163 H -0.075 5.541 2.222  C156 1.076
164 H -0.374 6.505 3.642  C156 1.088
165 H -2.520 4.741 2.092  C157 1.119
166 H -2.548 3.248 3.837  C158 1.102
167 H -1.496 4.109 5.013  C158 1.111
168 H 0.039 2.362 5.217  C160 1.114
169 H 0.989 1.991 3.784  C160 1.071
170 H -0.640 1.339 3.910  C160 1.056
171 H -3.764 5.350 4.053  N161 1.006
172 H -2.704 6.404 4.415  N161 0.971

- SMILES string: COC[C@H](C)N.COC[C@H](C)N.COC[C@H](C)N.COC[C@H](C)N.COC[C@H](C)N.COC[C@H](C)N.COC[C@H](C)N.COC[C@H](C)N.CCO.CCO.CCO.CCO
- Energy relative to the best compared isomer or geometry (same formula, charge and spin): 75.53 kcal/mol
- LUMO energy: 0.54 eV
- Orbital gap: 9.275 eV

***

(3)
ORCA calculation (the ωB97M-V functional and the def2-TZVPD basis) on a gas-phase ion, C35H41N4O (charge +1).

Each atom is followed by the atoms it is bonded to, with distances in Å.
Geometry (Å):
1 C -0.562 0.490 3.165  N2 1.451, H10 1.095, H11 1.094, H12 1.096
2 N 0.410 0.769 2.125  C1 1.451, C3 1.457, C8 1.334
3 C 0.297 2.103 1.550  N2 1.457, C4 1.504, H13 1.103, H14 1.090
4 C 1.569 2.574 0.902  C3 1.504, C5 1.502, H15 1.094, H16 1.097
5 C 2.212 1.481 0.096  C4 1.502, N6 1.445, H17 1.102, H18 1.090
6 N 2.157 0.188 0.738  C5 1.445, C7 1.451, C8 1.331
7 C 3.128 -0.750 0.206  N6 1.451, H19 1.094, H20 1.095, H21 1.092
8 C 1.304 -0.130 1.709  N2 1.334, N6 1.331, C9 1.537
9 C 1.474 -1.482 2.421  C8 1.537, H22 1.099, H23 1.095, C39 1.506
10 H -0.084 0.099 4.071  C1 1.095
11 H -1.045 1.441 3.403  C1 1.094
12 H -1.342 -0.206 2.837  C1 1.096
13 H -0.521 2.131 0.810  C3 1.103
14 H 0.031 2.772 2.369  C3 1.090
15 H 1.328 3.395 0.221  C4 1.094
16 H 2.270 2.986 1.639  C4 1.097
17 H 1.737 1.419 -0.897  C5 1.102
18 H 3.273 1.693 -0.037  C5 1.090
19 H 3.725 -1.214 0.997  C7 1.094
20 H 2.666 -1.533 -0.405  C7 1.095
21 H 3.797 -0.161 -0.424  C7 1.092
22 H 2.496 -1.826 2.207  C9 1.099
23 H 1.545 -1.222 3.483  C9 1.095
24 C 1.227 -8.593 5.851  N25 1.454, H55 1.100, H56 1.103, H57 1.105
25 N 1.029 -7.153 5.862  C24 1.454, C26 1.373, C46 1.468
26 C 0.869 -6.449 7.030  N25 1.373, O27 1.228, C28 1.521
27 O 0.848 -6.937 8.157  C26 1.228
28 C 0.745 -4.982 6.647  C26 1.521, C29 1.522, N36 1.462, H58 1.100
29 C 1.919 -4.155 7.154  C28 1.522, C30 1.508, H59 1.094, H60 1.097
30 C 3.229 -4.756 6.712  C29 1.508, C31 1.399, C35 1.399
31 C 3.825 -5.749 7.498  C30 1.399, C32 1.394, H61 1.095
32 C 4.996 -6.375 7.074  C31 1.394, C33 1.401, H62 1.093
33 C 5.579 -6.005 5.854  C32 1.401, C34 1.399, H63 1.092
34 C 5.009 -4.984 5.086  C33 1.399, C35 1.399, H64 1.094
35 C 3.859 -4.330 5.538  C30 1.399, C34 1.399, H65 1.094
36 N 0.664 -5.027 5.188  C28 1.462, C37 1.370, C46 1.465
37 C 0.619 -3.875 4.447  N36 1.370, C38 1.361, H66 1.096
38 C 0.912 -3.814 3.120  C37 1.361, C39 1.536, H67 1.090
39 C 0.554 -2.650 2.184  C9 1.506, C38 1.536, C40 1.552, H68 1.119
40 C 0.578 -3.069 0.691  C39 1.552, C41 1.401, C45 1.396
41 C -0.070 -2.225 -0.220  C40 1.401, C42 1.408, H69 1.093
42 C -0.232 -2.604 -1.567  C41 1.408, C43 1.404, H70 1.092
43 C 0.277 -3.839 -2.001  C42 1.404, C44 1.398, H71 1.099
44 C 1.017 -4.630 -1.117  C43 1.398, C45 1.407, H72 1.092
45 C 1.217 -4.215 0.213  C40 1.396, C44 1.407, H73 1.090
46 C 0.905 -6.361 4.632  N25 1.468, N36 1.465, C47 1.506, H74 1.107
47 C -0.170 -6.903 3.728  C46 1.506, C48 1.346, H75 1.092
48 C -1.435 -7.087 4.151  C47 1.346, C49 1.453, H76 1.097
49 C -2.521 -7.613 3.343  C48 1.453, C50 1.416, C54 1.417
50 C -3.815 -7.710 3.911  C49 1.416, C51 1.392, H77 1.093
51 C -4.903 -8.126 3.148  C50 1.392, C52 1.406, H78 1.094
52 C -4.713 -8.485 1.802  C51 1.406, C53 1.405, H79 1.091
53 C -3.427 -8.444 1.236  C52 1.405, C54 1.398, H80 1.093
54 C -2.335 -8.017 1.998  C49 1.417, C53 1.398, H81 1.092
55 H 1.244 -8.956 6.889  C24 1.100
56 H 0.412 -9.089 5.298  C24 1.103
57 H 2.187 -8.837 5.361  C24 1.105
58 H -0.209 -4.618 7.059  C28 1.100
59 H 1.811 -3.126 6.800  C29 1.094
60 H 1.857 -4.158 8.248  C29 1.097
61 H 3.346 -6.045 8.436  C31 1.095
62 H 5.445 -7.153 7.696  C32 1.093
63 H 6.483 -6.512 5.511  C33 1.092
64 H 5.464 -4.681 4.138  C34 1.094
65 H 3.439 -3.495 4.968  C35 1.094
66 H 0.363 -2.978 5.024  C37 1.096
67 H 1.471 -4.643 2.685  C38 1.090
68 H -0.517 -2.396 2.388  C39 1.119
69 H -0.484 -1.271 0.115  C41 1.093
70 H -0.734 -1.930 -2.265  C42 1.092
71 H 0.097 -4.189 -3.027  C43 1.099
72 H 1.492 -5.559 -1.441  C44 1.092
73 H 1.876 -4.789 0.864  C45 1.090
74 H 1.869 -6.378 4.086  C46 1.107
75 H 0.164 -7.142 2.716  C47 1.092
76 H -1.693 -6.820 5.183  C48 1.097
77 H -3.943 -7.437 4.961  C50 1.093
78 H -5.901 -8.169 3.594  C51 1.094
79 H -5.565 -8.800 1.198  C52 1.091
80 H -3.277 -8.740 0.194  C53 1.093
81 H -1.332 -7.985 1.567  C54 1.092

- Net charge: +1
- SMILES string: CN1CCC[N+](C)=C1C[C@H](/C=C/N1[C@H](Cc2ccccc2)C(=O)N(C)[C@H]1/C=C/c1ccccc1)c1ccccc1
- Energy relative to the best compared isomer or geometry (same formula, charge and spin): 17.53 kcal/mol
- LUMO energy: -2.36 eV
- Orbital gap: 7.863 eV